No. 1
The following is a quantum chemistry calculation of a structure of composition C5H9NO in a non-equilibrium geometry, from the OMol25 dataset.

Summary:
orbital gap	0.372	hartree
ΔE to the lowest compared entry with this formula, charge and spin	387.3	kJ/mol
lowest unoccupied orbital energy	0.6	eV
multiplicity	1
total charge	0

Cartesian coordinates (Å):
C1 1.671 -1.234 0.371
C2 0.519 -0.504 1.023
N1 0.682 0.961 1.138
C3 -0.441 1.222 0.386
O1 -0.792 2.210 -0.213
C4 -0.895 -0.173 0.212
C5 -1.692 0.377 -1.511
H1 1.805 -0.852 -0.642
H2 1.461 -2.307 0.324
H3 2.612 -1.109 0.926
H4 0.366 -0.911 2.048
H5 1.547 1.453 0.947
H6 -1.739 -0.618 0.743
H7 -2.261 1.344 -1.594
H8 -2.388 -0.431 -1.583
H9 -0.918 0.428 -2.278

Want to see where the charge sits? The natural (NBO) charges in e are: number 1, C, carries -0.631; number 2, C, carries -0.017; number 3, N, carries -0.638; number 4, C, carries 0.650; number 5, O, carries -0.608; number 6, C, carries -0.339; number 7, C, carries -0.506; number 8, H, carries 0.213; number 9, H, carries 0.222; number 10, H, carries 0.214; number 11, H, carries 0.194; number 12, H, carries 0.392; number 13, H, carries 0.223; number 14, H, carries 0.244; number 15, H, carries 0.185; number 16, H, carries 0.203



No. 2
The following is a quantum chemistry calculation of a cluster of 6 separate species, C32H36N4O14 in total in a non-equilibrium geometry, from the OMol25 dataset.

Summary:
orbital gap	0.336	hartree
SMILES	O=[N+]([O-])c1ccccc1.O=[N+]([O-])c1ccccc1.O=[N+]([O-])c1ccccc1.O=[N+]([O-])c1ccccc1.CCOC(=O)OC.CCOC(=O)OC
ΔE to the lowest compared entry with this formula, charge and spin	325.4	kJ/mol
lowest unoccupied orbital energy	-0.8	eV
multiplicity	1
total charge	0

Cartesian coordinates (Å):
C1 0.277 16.425 -23.768
C2 -0.676 17.067 -22.991
C3 -1.916 16.447 -22.732
C4 -2.269 15.169 -23.356
C5 -1.362 14.572 -24.171
C6 -0.037 15.172 -24.338
N1 -3.662 14.630 -23.301
O1 -3.870 13.505 -23.840
O2 -4.429 15.227 -22.607
H1 1.222 16.923 -23.929
H2 -0.500 18.013 -22.501
H3 -2.679 16.899 -22.114
H4 -1.694 13.687 -24.693
H5 0.781 14.760 -24.909
C7 2.917 22.980 -20.346
C8 2.728 23.751 -19.187
C9 3.805 24.178 -18.425
C10 5.099 23.878 -18.740
C11 5.294 23.045 -19.859
C12 4.241 22.656 -20.666
N2 6.203 24.265 -17.856
O3 7.333 23.875 -18.069
O4 5.906 25.108 -17.016
H6 2.101 22.547 -20.905
H7 1.749 24.046 -18.841
H8 3.523 24.767 -17.565
H9 6.288 22.698 -20.101
H10 4.418 21.977 -21.487
C13 -1.397 23.434 -13.182
C14 -1.843 23.999 -14.361
C15 -2.217 25.330 -14.419
C16 -2.247 26.096 -13.196
C17 -1.886 25.433 -12.006
C18 -1.500 24.140 -11.974
N3 -2.730 27.525 -13.279
O5 -2.858 28.174 -12.242
O6 -3.073 27.910 -14.385
H11 -1.052 22.424 -13.347
H12 -1.930 23.402 -15.257
H13 -2.473 25.721 -15.393
H14 -2.011 25.900 -11.040
H15 -1.190 23.702 -11.037
C19 -8.213 19.616 -18.363
C20 -7.674 19.321 -19.601
C21 -6.645 20.089 -20.103
C22 -6.110 21.111 -19.321
C23 -6.680 21.405 -18.081
C24 -7.727 20.620 -17.554
N4 -4.898 21.754 -19.835
O7 -4.481 21.462 -20.962
O8 -4.328 22.576 -19.131
H16 -9.064 19.051 -18.010
H17 -8.162 18.620 -20.263
H18 -6.348 19.835 -21.109
H19 -6.343 22.256 -17.507
H20 -8.243 20.791 -16.621
C25 5.830 23.607 -6.833
C26 6.539 23.995 -8.157
O9 6.222 22.969 -9.158
C27 6.963 22.838 -10.224
O10 7.960 23.494 -10.464
O11 6.441 21.803 -11.026
C28 7.038 21.290 -12.276
H21 6.325 24.189 -6.056
H22 6.010 22.576 -6.529
H23 4.773 23.826 -6.981
H24 7.611 24.116 -8.004
H25 6.152 24.924 -8.575
H26 6.357 20.748 -12.932
H27 7.993 20.822 -12.038
H28 7.422 22.092 -12.906
C29 -3.875 16.834 -16.327
C30 -2.950 17.864 -16.796
O12 -1.593 17.436 -16.843
C31 -0.700 18.202 -17.472
O13 -0.878 19.240 -18.054
O14 0.469 17.758 -17.100
C32 1.631 18.453 -17.451
H29 -4.882 17.236 -16.213
H30 -3.699 16.429 -15.331
H31 -3.901 16.065 -17.099
H32 -2.948 18.793 -16.225
H33 -3.255 18.167 -17.798
H34 1.509 19.527 -17.317
H35 1.982 18.324 -18.475
H36 2.475 18.268 -16.787

Want to see where the charge sits? The Mulliken charges in e are: number 1, C, carries -0.385; number 2, C, carries -0.455; number 3, C, carries -0.477; number 4, C, carries 0.112; number 5, C, carries -0.269; number 6, C, carries -0.403; number 7, N, carries 0.943; number 8, O, carries -0.576; number 9, O, carries -0.567; number 10, H, carries 0.376; number 11, H, carries 0.416; number 12, H, carries 0.495; number 13, H, carries 0.444; number 14, H, carries 0.345; number 15, C, carries -0.531; number 16, C, carries -0.401; number 17, C, carries -0.158; number 18, C, carries 0.021; number 19, C, carries -0.352; number 20, C, carries -0.356; number 21, N, carries 0.956; number 22, O, carries -0.587; number 23, O, carries -0.566; number 24, H, carries 0.410; number 25, H, carries 0.400; number 26, H, carries 0.400; number 27, H, carries 0.411; number 28, H, carries 0.354; number 29, C, carries -0.377; number 30, C, carries -0.531; number 31, C, carries -0.247; number 32, C, carries -0.007; number 33, C, carries -0.163; number 34, C, carries -0.492; number 35, N, carries 0.943; number 36, O, carries -0.573; number 37, O, carries -0.563; number 38, H, carries 0.371; number 39, H, carries 0.454; number 40, H, carries 0.424; number 41, H, carries 0.394; number 42, H, carries 0.366; number 43, C, carries -0.281; number 44, C, carries -0.560; number 45, C, carries -0.189; number 46, C, carries -0.059; number 47, C, carries -0.252; number 48, C, carries -0.601; number 49, N, carries 1.048; number 50, O, carries -0.587; number 51, O, carries -0.597; number 52, H, carries 0.359; number 53, H, carries 0.390; number 54, H, carries 0.438; number 55, H, carries 0.455; number 56, H, carries 0.440; number 57, C, carries -1.043; number 58, C, carries -0.304; number 59, O, carries -0.251; number 60, C, carries 0.701; number 61, O, carries -0.568; number 62, O, carries -0.314; number 63, C, carries -0.650; number 64, H, carries 0.355; number 65, H, carries 0.305; number 66, H, carries 0.286; number 67, H, carries 0.329; number 68, H, carries 0.294; number 69, H, carries 0.264; number 70, H, carries 0.291; number 71, H, carries 0.305; number 72, C, carries -1.284; number 73, C, carries -0.062; number 74, O, carries -0.284; number 75, C, carries 0.832; number 76, O, carries -0.599; number 77, O, carries -0.328; number 78, C, carries -0.710; number 79, H, carries 0.376; number 80, H, carries 0.343; number 81, H, carries 0.297; number 82, H, carries 0.283; number 83, H, carries 0.242; number 84, H, carries 0.322; number 85, H, carries 0.287; number 86, H, carries 0.279



No. 3
The following is a quantum chemistry calculation of a cluster of 2 separate species, C2N2OS in total in a non-equilibrium geometry, from the OMol25 dataset.

Summary:
orbital gap (alpha / beta)	0.371 / 0.277	hartree
ΔE to the lowest compared entry with this formula, charge and spin	317.3	kJ/mol
lowest unoccupied orbital energy (alpha / beta)	-0.2 / -4.9	eV
multiplicity	3
⟨S²⟩	2.017
total charge	0

Cartesian coordinates (Å):
C1 -0.962 0.647 0.408
C2 1.396 -0.604 0.376
N1 -1.386 0.623 1.470
N2 1.736 -1.404 1.103
O1 -0.536 -0.179 -2.101
S1 -0.248 0.917 -1.256

Want to see where the charge sits? The natural (NBO) charges in e are: number 1, C, carries -0.078; number 2, C, carries 0.333; number 3, N, carries -0.222; number 4, N, carries -0.384; number 5, O, carries -0.735; number 6, S, carries 1.086